The following is a quantum chemistry calculation of the molecule C6H7ClIN at a distorted geometry, from the OMol25 dataset.

Output
ΔE to the lowest compared entry with this formula, charge and spin: 48.4 kJ/mol
energy: -28446.631 eV
frontier orbital gap: 8.686 eV

The geometry in XYZ format:
```
16
C6H7ClIN, DFT ωB97M-V/def2-TZVPD
C 1.64067 0.99462 1.03292
N 0.55984 0.39046 0.32333
C 0.92760 -0.76736 -0.37805
C 0.09026 -1.48901 -1.13748
C -1.35777 -1.30877 -0.94783
C -1.78733 -0.28149 -0.22106
I -3.77738 -0.03810 0.29933
C -0.70363 0.89362 0.34560
Cl -0.97988 2.35817 -0.81575
H 2.12276 0.35329 1.68306
H 2.39123 1.33589 0.35261
H 1.47633 1.80703 1.71089
H 2.06275 -0.84858 -0.55023
H 0.47279 -2.44079 -1.76433
H -1.94688 -2.16633 -1.18346
H -1.19136 1.20733 1.25045
```